The molecule C3H5NO2 in a non-equilibrium geometry, computed with ωB97M-V with the def2-TZVPD basis set.

Computed properties:
LUMO energy (eV): 0.5
Max |F| (eV Å⁻¹): 3.676
SMILES string: [H]/N=C(\O)C(C)=O
ΔE to the lowest compared entry with this formula, charge and spin (kJ/mol): 284.1
Molar mass (g/mol): 87.1
Gap between HOMO and LUMO (Eh): 0.35926
E (hartree): -322.466122

Atoms and positions in Å:
C 0.082 0.411 -0.479
C -1.007 -0.502 0.402
C 1.761 0.626 -0.744
N -1.408 -1.559 -0.103
O -0.575 1.075 -1.219
O -1.211 0.099 1.627
H 2.287 -0.110 -0.042
H 1.932 1.707 -0.360
H 2.141 0.669 -1.786
H -1.974 -2.152 0.552
H -2.029 -0.266 2.152

Forces on atoms 1 to 2 (eV/Å):
0.1 0.0 -1.2
3.2 1.3 1.1